# 1
C24H80FNO18S | ωB97M-V/def2-TZVPD

The HOMO energy comes out at -9.232 eV. Its molecular weight is 721.958 g/mol. The value obtained for the gap between HOMO and LUMO is 9.5 eV. The multiplicity is 1. The net charge is 0.

Structure (XYZ):
```
125
Properties=species:S:1:pos:R:3:forces:R:3:mulliken_charge:R:1
C 2.42724 -4.62770 -0.37304 -0.05 0.18 0.23 0.622
O 1.19395 -4.94484 -0.99445 0.31 0.18 -0.29 -0.461
C 0.66461 -3.82996 -1.72428 -0.03 -0.56 0.51 -0.943
C 0.06660 -2.81688 -0.77759 -0.06 0.63 -0.37 0.739
C -0.48786 -1.56098 -1.49255 -0.34 -0.58 0.68 -0.705
C -0.21147 -0.26770 -0.73179 -0.35 0.17 -0.74 -0.298
C 1.08897 0.43910 -1.07787 0.28 -0.07 0.81 -1.056
C 2.36938 -0.15716 -0.44356 0.12 0.30 -0.66 0.763
C 3.28090 -0.75361 -1.51860 -0.51 0.41 0.87 -0.661
N 4.66853 -0.92202 -1.00499 0.33 -0.15 -0.64 0.458
C 5.61643 0.03089 -1.65044 0.00 -0.13 -0.07 -1.288
S 5.25995 -2.45136 -1.15304 0.90 0.45 -0.82 0.939
O 4.60415 -3.17580 -2.18219 -0.36 -0.28 0.22 -0.507
O 6.67936 -2.42383 -1.14210 -0.11 0.13 0.40 -0.648
F 4.80546 -3.01637 0.21148 -0.18 -0.28 0.35 -0.137
H 2.31966 -4.72502 0.70984 0.08 -0.05 0.09 0.094
H 2.72960 -3.59887 -0.57018 -0.23 -0.12 -0.01 -0.816
H 3.23368 -5.26983 -0.72934 -0.10 -0.16 -0.07 0.478
H -0.09760 -4.24546 -2.38031 -0.04 0.03 -0.12 0.325
H 1.46481 -3.40811 -2.33960 -0.02 0.11 -0.11 0.353
H 0.79441 -2.50666 -0.02794 0.15 -0.20 0.04 -0.822
H -0.75475 -3.28409 -0.23796 0.05 -0.14 0.16 0.468
H -0.17752 -1.50422 -2.53714 0.22 0.12 -0.04 0.447
H -1.56669 -1.68734 -1.50916 -0.09 0.09 -0.27 0.283
H -1.01969 0.42054 -0.98148 -0.05 0.09 0.03 0.121
H -0.30990 -0.44457 0.33992 0.14 -0.03 0.11 0.085
H 1.21538 0.51489 -2.15715 -0.15 0.02 -0.12 0.193
H 1.00263 1.46015 -0.70527 0.00 0.14 -0.12 0.452
H 2.93166 0.66490 0.00236 0.04 -0.06 0.32 0.194
H 2.13500 -0.89925 0.31693 0.09 0.03 0.18 -0.272
H 3.32073 -0.02656 -2.32508 0.05 -0.22 -0.35 0.206
H 2.85056 -1.68529 -1.87303 0.23 -0.07 -0.22 0.061
H 6.53171 0.11405 -1.07808 0.04 -0.01 0.13 0.318
H 5.86823 -0.30003 -2.65802 -0.01 0.12 -0.14 0.410
H 5.12995 0.99966 -1.70662 -0.07 0.05 0.12 0.510
C 2.41956 1.60067 -4.96669 -0.24 -0.01 -0.01 -0.588
O 1.21372 2.00782 -4.33007 0.17 0.01 -0.05 -0.482
H 3.23995 1.82963 -4.28948 0.00 0.02 0.02 0.174
H 2.41766 0.52600 -5.16978 0.07 0.00 -0.01 0.282
H 2.57698 2.14245 -5.90294 0.08 -0.02 0.00 0.306
H 0.48561 1.80584 -4.92396 -0.08 -0.01 0.06 0.282
C -3.20912 -0.39989 1.78135 -0.31 -0.17 -0.19 -0.436
O -3.15868 -0.74116 0.39388 0.13 0.09 0.11 -0.298
H -2.22784 -0.03609 2.07482 0.05 -0.04 -0.05 0.205
H -3.95134 0.38338 1.95730 0.06 0.03 0.07 0.215
H -3.45269 -1.27917 2.37943 0.08 0.09 0.17 0.163
H -4.02744 -1.06319 0.14169 -0.02 -0.02 -0.04 0.195
C 4.89656 1.35554 2.25314 0.04 -0.16 -0.16 -0.621
O 5.72422 0.41444 1.58653 -0.03 0.18 0.06 -0.588
H 5.39172 1.63037 3.18161 0.02 0.00 0.01 0.285
H 4.75480 2.25886 1.65144 -0.04 0.04 0.06 0.249
H 3.91810 0.92494 2.48958 -0.03 0.06 0.03 0.184
H 5.28663 0.16882 0.76273 -0.06 -0.23 0.12 0.419
C -3.75864 0.42457 -2.58394 0.09 -0.02 -0.25 -0.378
O -3.03495 -0.54303 -3.34364 0.00 0.01 0.07 -0.448
H -3.16170 0.67026 -1.71100 0.01 -0.09 0.04 0.245
H -3.92998 1.32320 -3.17849 -0.10 0.03 0.07 0.120
H -4.71916 0.01617 -2.25425 -0.02 0.11 0.05 0.213
H -3.56472 -0.76321 -4.11379 0.01 0.01 -0.04 0.260
C -2.41845 -3.65980 4.10019 0.11 0.15 0.16 -0.541
O -2.29386 -2.30678 4.51993 0.14 -0.23 -0.16 -0.307
H -2.80301 -3.65922 3.08217 0.01 0.01 -0.02 0.206
H -1.45086 -4.16909 4.10708 -0.03 -0.06 -0.07 0.219
H -3.11605 -4.20759 4.74109 -0.01 -0.05 -0.05 0.270
H -1.95531 -2.30404 5.42387 -0.29 0.23 0.06 0.234
C -6.19336 3.36998 -3.96353 -0.06 -0.08 -0.27 -0.609
O -5.49886 2.40191 -4.74707 -0.03 0.03 0.09 -0.473
H -5.58119 3.59626 -3.09452 0.04 -0.04 0.00 0.211
H -6.34697 4.28539 -4.54042 -0.03 0.08 0.13 0.309
H -7.15852 2.98503 -3.62542 0.00 0.04 0.05 0.319
H -6.04331 2.20440 -5.51319 0.03 -0.03 -0.05 0.264
C 2.84619 -2.87907 3.24264 -0.33 0.38 0.02 -0.283
O 1.48134 -2.72983 2.85111 0.17 -0.09 -0.15 -0.385
H 3.27999 -3.65813 2.62343 0.00 -0.03 0.00 0.037
H 3.39638 -1.94524 3.08334 0.10 -0.07 0.00 0.191
H 2.91996 -3.18015 4.28777 0.10 -0.06 0.00 0.204
H 1.08029 -2.04781 3.39589 -0.09 -0.02 0.02 0.203
C -3.34664 5.25455 -4.71822 0.04 0.03 -0.37 -0.482
O -3.86585 6.42849 -5.34080 -0.03 0.04 0.21 -0.499
H -3.67029 5.24615 -3.68079 -0.03 0.11 0.01 0.226
H -3.72823 4.36089 -5.21571 0.08 -0.10 0.12 0.257
H -2.25379 5.25188 -4.74952 0.01 -0.09 0.09 0.241
H -3.58235 6.42469 -6.25830 -0.08 0.01 -0.06 0.277
C -2.63872 9.72594 -5.00199 0.16 -0.01 -0.14 -0.494
O -1.75290 9.24004 -6.01225 -0.11 -0.09 0.06 -0.488
H -3.42580 8.98675 -4.88186 0.03 -0.04 -0.01 0.177
H -2.11420 9.84643 -4.05074 -0.07 0.02 0.04 0.257
H -3.08244 10.67965 -5.29885 -0.03 0.00 0.06 0.273
H -1.05204 9.88589 -6.12669 0.04 0.01 -0.04 0.279
C 4.64521 -5.29773 5.45388 -0.04 -0.09 -0.20 -0.647
O 3.62707 -5.71867 4.55311 0.10 -0.02 0.14 -0.428
H 4.15852 -4.78284 6.27875 -0.03 0.00 0.00 0.237
H 5.20109 -6.15093 5.85059 0.03 0.04 0.06 0.300
H 5.34305 -4.60849 4.96931 0.02 0.02 0.07 0.277
H 4.05482 -6.17549 3.82421 -0.06 -0.05 -0.05 0.263
C 1.22002 -7.83446 1.66655 -0.03 0.13 -0.21 -0.475
O 1.04609 -7.57561 0.28323 0.13 -0.05 0.28 -0.539
H 1.08966 -8.90312 1.82395 0.00 -0.02 0.00 0.280
H 2.22470 -7.55292 2.00153 -0.02 -0.03 0.08 0.141
H 0.48096 -7.29793 2.26912 0.04 -0.02 0.08 0.229
H 1.16166 -6.62758 0.14411 -0.28 -0.09 -0.30 0.452
C -3.09566 -0.71552 8.13635 0.14 0.00 -0.14 -0.614
O -2.17567 -1.12941 7.13597 0.03 0.00 0.15 -0.436
H -3.83453 -1.50410 8.25529 -0.01 -0.02 -0.01 0.264
H -2.59123 -0.55537 9.09311 -0.06 0.01 0.04 0.243
H -3.60560 0.20562 7.84248 -0.05 -0.01 0.05 0.236
H -1.52125 -0.42835 7.03133 0.16 0.05 -0.04 0.317
C 1.10496 1.56839 6.67507 -0.01 -0.12 0.08 -0.515
O 0.20974 0.64584 7.29386 -0.04 0.03 -0.03 -0.498
H 0.52394 2.17596 5.98714 -0.04 -0.01 0.00 0.241
H 1.56942 2.21908 7.41870 0.01 0.04 -0.04 0.258
H 1.88263 1.04370 6.11572 0.01 0.05 -0.03 0.202
H 0.71537 0.10307 7.90463 -0.02 -0.05 0.03 0.267
C -5.32074 2.11316 3.96498 0.05 0.23 -0.15 -0.604
O -5.59807 2.42214 2.60087 -0.03 -0.14 0.14 -0.509
H -5.41258 1.03818 4.09482 0.00 -0.02 -0.07 0.223
H -4.30252 2.41525 4.22441 0.00 -0.08 0.12 0.271
H -6.02713 2.61181 4.63379 0.01 -0.05 0.05 0.334
H -5.50912 3.37250 2.49825 -0.01 0.03 -0.09 0.290
C 0.22521 5.30810 -7.36781 -0.16 0.07 0.05 -0.449
O -1.15287 5.48458 -7.67960 0.04 -0.03 0.09 -0.481
H 0.60936 4.52907 -8.02165 -0.01 -0.01 -0.02 0.218
H 0.78907 6.22749 -7.54334 0.06 -0.03 0.00 0.273
H 0.35976 4.99662 -6.32809 0.07 -0.02 -0.01 0.181
H -1.48389 6.18244 -7.10640 0.05 0.12 -0.04 0.241
```
Forces are in eV/Å.


# 2
C4H68BIN2O31PS | ωB97M-V/def2-TZVPD

The HOMO energy comes out at -11.318 eV. Its molecular weight is 841.328 g/mol. The value obtained for the gap between HOMO and LUMO is 7.9 eV. The multiplicity is 1. The net charge is +1.

Structure (XYZ):
```
109
Properties=species:S:1:pos:R:3:forces:R:3:mulliken_charge:R:1
N -0.16608 -3.48221 -0.13301 2.02 1.24 0.30 -0.682
P 1.37995 -2.94057 0.05623 -4.05 -1.07 0.66 0.292
C 1.99876 -2.08676 -1.54233 2.34 -2.12 -0.85 0.077
C 3.66997 -2.03332 -1.55187 0.34 0.59 -1.60 0.008
B 4.34376 -1.83231 -0.06534 1.19 -0.92 2.66 0.716
O 4.79921 -3.04888 0.68717 -2.97 2.78 -1.05 -0.604
O 4.51390 -0.54019 0.64968 -2.69 -2.22 -0.60 -0.614
C 3.80511 -0.79507 -2.66484 -2.67 -1.34 1.05 -0.803
I 5.81956 -0.10399 -3.16839 -1.61 -0.38 0.44 0.144
C 2.70191 0.25959 -2.05063 1.64 1.25 2.28 0.206
S 2.39667 1.89351 -2.96607 0.49 -0.43 0.62 -0.161
N 1.49328 -0.68508 -1.88098 1.03 -0.27 -2.95 -0.274
O 0.50111 -0.21286 -1.07395 -1.65 0.15 -0.13 -0.127
H -0.76305 -3.03314 0.59658 0.48 -0.38 -0.74 0.112
H 1.38228 -2.04084 1.21490 0.86 -0.28 -1.00 0.211
H 2.24735 -4.08069 0.30299 0.10 1.25 -0.64 0.137
H 1.66507 -2.71782 -2.47578 0.61 0.77 2.03 0.015
H 4.18314 -3.02146 -1.98237 -1.61 2.04 0.75 0.252
H 4.18086 -3.15838 1.48788 1.52 0.17 -1.10 0.286
H 3.70017 -0.50875 1.26736 1.83 -0.13 -0.85 0.306
H 3.18901 -1.26921 -3.57029 1.98 1.24 1.21 0.483
H 2.82491 0.64893 -0.94591 0.56 -1.16 -2.09 -0.133
H 3.15628 2.84941 -2.21753 -0.93 -1.76 -0.50 0.259
H 1.14788 -0.75618 -2.87666 -0.01 0.01 1.22 0.612
H -0.34657 -0.57695 -1.47259 0.98 0.31 1.01 0.343
O -2.73104 -2.25613 1.07048 -0.01 -0.22 0.50 -0.477
H -2.96585 -2.73669 0.26242 -0.06 0.21 -0.06 0.304
H -3.52914 -1.74850 1.28104 0.35 -0.25 -0.45 0.124
O 0.60706 -0.74597 2.56335 0.22 -0.29 -0.66 -0.502
H -0.24033 -0.95576 2.98401 0.37 0.23 -0.14 0.214
H 0.63356 0.22268 2.56091 -0.15 -0.48 0.25 0.281
O -4.21641 -0.28812 -0.05297 -0.04 0.67 -0.33 -0.399
H -3.49946 0.34663 0.09575 -0.14 0.00 0.03 0.235
H -4.43254 -0.18123 -0.99151 -0.05 -0.16 0.31 0.188
O -2.17124 2.48810 -0.10613 0.33 -0.23 -0.02 -0.626
H -1.50766 1.90194 -0.49997 -0.14 0.34 0.10 0.298
H -1.64616 3.16128 0.35225 -0.20 -0.15 -0.06 0.295
O 3.37898 1.96348 1.88619 -0.02 -0.51 0.05 -0.629
H 3.90065 1.28638 1.42965 0.17 0.53 0.12 0.386
H 3.58904 1.82877 2.82252 -0.04 0.14 -0.22 0.327
O -1.93165 4.32328 -2.69884 0.34 -0.09 0.28 -0.567
H -1.95234 3.61429 -3.35911 -0.14 0.33 0.16 0.250
H -2.59599 4.05484 -2.04647 0.05 -0.10 -0.33 0.348
O -0.18805 6.19712 -0.49615 -0.02 -0.47 -0.05 -0.626
H 0.63865 5.69472 -0.55267 -0.28 0.31 0.01 0.273
H -0.80982 5.68591 -1.03566 0.20 0.04 -0.16 0.335
O 2.43104 -4.25222 2.93603 0.36 0.21 -0.13 -0.448
H 3.12686 -4.89386 3.14379 -0.33 0.18 0.06 0.292
H 1.61203 -4.76601 3.00116 0.08 -0.09 -0.04 0.201
O -2.84566 8.15272 0.03555 0.36 -0.01 -0.02 -0.635
H -2.18208 7.56655 -0.35829 -0.09 0.27 0.21 0.321
H -2.32057 8.82590 0.49393 -0.19 -0.25 -0.18 0.321
O 7.54868 -0.17246 1.87462 -0.29 -0.10 -0.45 -0.690
H 8.33232 -0.57884 1.47487 -0.11 -0.03 0.28 0.340
H 6.81819 -0.46904 1.31121 0.05 0.18 0.28 0.283
O -4.86948 0.56274 2.78898 0.03 0.03 -0.27 -0.785
H -4.80338 0.03922 1.97621 -0.16 0.27 -0.06 0.332
H -5.19969 1.42237 2.48733 0.00 -0.22 0.12 0.320
O 0.11752 3.20317 -5.63669 0.42 -0.17 0.12 -0.586
H 0.72051 3.72179 -6.19029 -0.20 -0.03 0.25 0.329
H 0.69434 2.81736 -4.96036 -0.22 0.15 -0.24 0.207
O 1.00077 -4.52415 -3.97790 -0.29 -0.16 0.16 -0.619
H 0.98009 -5.23313 -4.63817 0.10 0.27 0.14 0.297
H 0.33644 -4.79258 -3.32552 0.18 0.02 -0.10 0.312
O -3.94836 -1.94540 3.98532 0.04 0.02 -0.40 -0.610
H -3.88227 -2.46892 3.17254 0.07 -0.02 0.29 0.306
H -4.27858 -1.08578 3.68367 -0.01 -0.08 0.32 0.412
O 1.38575 -6.42402 1.55550 -0.02 -0.46 -0.57 -0.549
H 0.92732 -6.17143 0.73997 -0.10 0.04 0.32 0.276
H 1.46923 -7.38709 1.48825 -0.04 0.30 0.12 0.272
O -0.48419 5.89680 -6.73322 -0.17 -0.34 -0.07 -0.681
H -0.50487 5.18782 -7.39349 -0.10 0.38 0.12 0.321
H -1.14852 5.62837 -6.08085 0.24 0.04 -0.09 0.329
O 6.42155 -1.83075 4.24462 0.31 -0.17 0.38 -0.558
H 7.02454 -1.31213 3.69102 -0.14 0.01 -0.27 0.316
H 6.99837 -2.21656 4.92095 -0.20 0.14 -0.24 0.281
O 9.69324 -1.53992 2.63897 0.40 -0.12 0.61 -0.632
H 10.25079 -2.21014 3.06203 -0.13 0.18 -0.29 0.299
H 9.64364 -0.82870 3.29525 0.01 -0.14 -0.23 0.315
O -7.78586 1.46010 2.93129 0.31 0.13 0.35 -0.649
H -7.22831 0.78988 3.35435 -0.14 0.10 -0.12 0.344
H -7.83546 2.17133 3.58757 -0.10 -0.23 -0.23 0.320
O -6.30329 -2.32951 0.46069 -0.18 0.50 0.08 -0.578
H -7.15068 -2.53930 0.88135 0.27 -0.22 0.05 0.305
H -6.27680 -1.36086 0.45826 0.04 -0.31 -0.08 0.259
O 4.12909 -3.69995 5.97716 0.53 -0.06 0.06 -0.598
H 4.73209 -3.18133 5.42357 -0.23 0.00 0.04 0.323
H 4.70591 -4.08576 6.65350 -0.27 0.11 -0.19 0.298
O -0.56632 0.90117 4.11209 -0.57 0.80 0.38 -0.571
H -1.41371 0.69138 4.53275 0.18 0.01 -0.08 0.291
H -0.53982 1.86983 4.10966 -0.03 -0.28 0.10 0.271
O -7.45506 -4.47018 2.32100 0.26 -0.33 0.16 -0.615
H -6.93339 -5.14729 1.86446 -0.19 0.27 0.10 0.313
H -7.24501 -4.60489 3.25734 -0.12 0.13 -0.30 0.315
O -4.44546 3.50919 -3.54536 -0.45 -0.15 0.33 -0.635
H -5.29285 3.29940 -3.12470 0.27 0.05 -0.23 0.315
H -4.41896 4.47784 -3.54779 0.02 0.16 -0.15 0.357
O -0.24397 8.94762 -6.47970 -0.19 -0.13 -0.31 -0.632
H -0.70240 9.20021 -7.29522 0.20 -0.06 0.33 0.313
H -0.16049 7.98455 -6.54695 -0.02 0.12 -0.04 0.338
O -0.56182 -4.87554 3.89297 -0.23 0.36 0.06 -0.596
H -1.40921 -5.08533 4.31363 0.32 0.02 -0.15 0.289
H -0.53533 -3.90689 3.89053 -0.03 -0.30 0.08 0.280
O -4.61784 6.55249 -4.00563 0.24 0.09 -0.35 -0.656
H -3.90090 7.18724 -3.85691 -0.21 -0.19 0.09 0.321
H -4.83397 6.65938 -4.94417 -0.02 -0.05 0.31 0.319
O -2.99454 -2.73909 -1.83763 0.09 -0.12 -0.55 -0.538
H -2.21090 -3.14547 -2.23738 -0.13 -0.01 0.38 0.247
H -3.72503 -3.03567 -2.40104 0.08 0.10 0.26 0.272
```
Forces are in eV/Å.


- What is the formula in the first record?
  C24H80FNO18S


- Look up the molecular weight of the second one.
  841.328 g/mol


- Look up the molecular weight of the first one.
  721.958 g/mol